Version A
The following is a quantum chemistry calculation of C8H10O2 as an isolated structure, from the OMol25 dataset.

The geometry in ORCA input format:
```
! RIJCOSX wB97M-V def2-TZVPD def2/J DEFGRID3
* xyz 0 1
C -3.074 -0.350 -0.097
C -0.892 -0.700 0.049
C -0.538 0.658 -0.152
C 0.882 0.906 -0.272
C 1.569 2.233 0.139
C 1.852 -0.184 -0.283
C 1.463 -1.462 -0.092
C 0.161 -1.683 0.133
H -2.628 0.739 -0.704
H -4.192 -0.719 -0.792
H -3.660 0.098 0.933
H -1.271 1.312 0.256
H 1.355 2.346 1.362
H 2.481 2.560 -0.051
H 0.711 3.271 -0.075
H 2.991 -0.076 -0.175
H 3.064 -2.493 -0.451
H -0.238 -2.626 0.079
O -2.188 -1.212 0.078
O 2.152 -2.616 0.116
*
```

Summary:
LUMO level: 0.6356 eV
orbital gap: 0.3364 hartree

Version B
The following is a quantum chemistry calculation of C8H10O2 in the gas phase, from the OMol25 dataset.

The geometry in ORCA input format:
```
! RIJCOSX wB97M-V def2-TZVPD def2/J DEFGRID3
* xyz 0 1
C -1.042 2.241 0.405
C -1.092 1.049 0.301
C -3.295 -0.268 -0.828
C -2.414 -1.003 -0.114
C 1.025 -0.588 1.149
C 1.507 -0.549 -0.348
C -1.239 -0.335 0.496
C 2.801 0.267 -0.447
O -0.311 -1.006 1.064
O 0.597 -0.109 -1.156
H -0.765 3.198 0.260
H -4.206 -0.556 -1.267
H -2.885 0.773 -0.751
H -2.394 -2.063 -0.042
H 1.636 -1.291 1.791
H 1.017 0.474 1.600
H 1.853 -1.672 -0.590
H 2.632 1.362 -0.274
H 3.072 0.304 -1.433
H 3.504 -0.229 0.183
*
```

Summary:
LUMO level (alpha / beta): -1.2448 / -1.2262 eV
orbital gap (alpha / beta): 0.2407 / 0.2420 hartree

Version C
The following is a quantum chemistry calculation of C8H10O2 in the gas phase, from the OMol25 dataset.

The geometry in ORCA input format:
```
! RIJCOSX wB97M-V def2-TZVPD def2/J DEFGRID3
* xyz 0 1
C 0.034 -1.228 -0.296
C -1.148 1.168 -2.665
C -1.345 -0.760 -0.872
C -0.279 0.338 1.730
C -1.317 0.080 -1.913
C -1.212 1.249 1.444
C 0.690 -0.174 0.630
C 2.013 -0.817 1.234
O 1.162 0.873 -0.142
O -1.942 2.197 1.274
H 0.755 -1.424 -1.028
H -0.262 -2.092 0.362
H -0.848 1.129 -3.757
H -1.002 2.129 -2.050
H -2.253 -1.071 -0.379
H -0.446 -0.291 2.614
H 2.682 0.012 1.517
H 2.379 -1.398 0.394
H 1.920 -1.392 2.138
H 0.419 1.471 -0.235
*
```

Summary:
LUMO level: 0.4277 eV
SMILES: C=C=CC[C@@](C)(O)C=C=O
orbital gap: 0.3554 hartree

Question: of the structures shown, which is the least stable? Reply: version B.